Record 1
Here is a gas-phase ion, C8H19N4 (charge +1) from OMol25. Energies are from ωB97M-V/def2-TZVPD.

Highest occupied orbital energy (hartree): -0.46658
Structure (SMILES): CC[C@@H](C)NC1=[NH+][C@@H](CN)CN1
ΔE to the lowest compared entry with this formula, charge and spin (kJ/mol): 0.0
DFT total energy (eV): -14559.1445
Net charge: +1
LUMO energy (eV): -2.78

The geometry in XYZ format:
```
31
Properties=species:S:1:pos:R:3:nbo_charge:R:1
C 4.05382 -1.00744 -0.81977 -0.620
C 2.76192 -0.51092 -0.14880 -0.407
C 2.05854 0.55160 -0.99191 -0.033
C 1.60645 0.05146 -2.36593 -0.634
N 0.93408 1.18784 -0.24248 -0.525
C -0.19761 0.62927 0.10915 0.686
N -1.23480 1.28369 0.66809 -0.567
C -2.15590 0.27519 1.25932 -0.060
C -3.57486 0.79975 1.43399 -0.226
N -4.47811 -0.12122 2.08622 -0.816
C -1.94235 -0.80967 0.21869 -0.236
N -0.50132 -0.69967 -0.12122 -0.598
H 4.92522 -0.78145 -0.20961 0.231
H 4.21066 -0.54150 -1.79207 0.214
H 4.03838 -2.08287 -0.98157 0.229
H 2.08412 -1.35158 0.01040 0.187
H 2.98794 -0.08704 0.83126 0.217
H 2.75954 1.37742 -1.11629 0.220
H 1.37618 -1.01242 -2.35233 0.225
H 0.72066 0.58782 -2.70311 0.226
H 2.38937 0.22186 -3.10106 0.239
H 1.03898 2.16849 -0.03173 0.422
H -1.07069 2.16466 1.13440 0.422
H -1.74495 -0.03612 2.22928 0.191
H -3.53071 1.73689 1.99805 0.199
H -3.97674 1.05213 0.45053 0.210
H -4.07046 -0.61443 2.86925 0.363
H -4.87105 -0.80001 1.44931 0.369
H -2.47777 -0.51976 -0.68888 0.214
H -2.22884 -1.81982 0.48739 0.243
H 0.11027 -1.29217 0.43144 0.413
```

Record 2
Here is 2 unconnected molecules or ions with the total composition C8H19NO in a non-equilibrium geometry from OMol25. Energies are from ωB97M-V/def2-TZVPD.

Highest occupied orbital energy (hartree): -0.34682
Structure (SMILES): CNC(C)=O.CCCCC
ΔE to the lowest compared entry with this formula, charge and spin (kJ/mol): 274.2
DFT total energy (eV): -12139.7687
LUMO energy (eV): 0.62

The geometry in XYZ format:
```
29
Properties=species:S:1:pos:R:3:nbo_charge:R:1
C -0.92958 -3.38495 -2.85348 -0.441
N 0.19295 -2.43520 -3.25484 -0.600
C 1.33060 -2.39855 -2.56592 0.656
C 2.45198 -1.39984 -2.91971 -0.699
O 1.61712 -3.21044 -1.64872 -0.667
H -0.54706 -3.72408 -1.91375 0.244
H -1.78279 -2.72808 -2.75948 0.207
H -0.96574 -4.38970 -3.43027 0.212
H -0.08747 -1.75048 -3.86465 0.386
H 2.09269 -0.79197 -3.73366 0.201
H 3.21124 -2.17076 -3.29907 0.248
H 2.85986 -0.84637 -1.92669 0.254
C 1.77979 2.73303 2.62477 -0.629
C 0.70691 1.65631 2.59438 -0.413
C -0.55858 1.91825 1.74208 -0.401
C -1.64812 0.91951 1.84951 -0.409
C -2.94637 1.12216 1.06651 -0.602
H 1.91197 3.34787 1.56405 0.205
H 1.62247 3.62129 3.42652 0.213
H 2.84106 2.35414 3.02591 0.226
H 0.30111 1.59665 3.67846 0.189
H 1.05878 0.59263 2.41302 0.209
H -0.99903 2.90379 2.12283 0.198
H -0.00860 2.01996 0.79598 0.199
H -1.97677 1.02605 2.92555 0.200
H -1.37559 -0.16244 1.64061 0.205
H -2.88580 1.32606 0.00063 0.204
H -3.62538 0.29615 1.20551 0.211
H -3.64168 1.95903 1.49391 0.195
```

Record 3
Here is 2 unconnected molecules or ions with the total composition C8H19NO in a non-equilibrium geometry from OMol25. Energies are from ωB97M-V/def2-TZVPD.

Highest occupied orbital energy (hartree): -0.34435
Structure (SMILES): CCN(C)C(C)=O.CCC
ΔE to the lowest compared entry with this formula, charge and spin (kJ/mol): 366.1
DFT total energy (eV): -12138.8168
LUMO energy (eV): 0.83

The geometry in XYZ format:
```
29
Properties=species:S:1:pos:R:3:nbo_charge:R:1
C -0.39655 -0.91018 -3.82661 -0.642
C -1.09814 -1.49059 -2.64507 -0.238
N -0.70967 -0.71693 -1.32526 -0.450
C 0.68350 -0.54810 -1.42367 -0.448
C -1.07391 -1.21789 0.02865 0.695
C -2.23538 -2.14676 0.25610 -0.702
O -0.55526 -0.59560 0.95322 -0.590
H 0.61421 -1.23773 -3.95333 0.214
H -0.15031 0.22436 -3.86431 0.231
H -0.93686 -1.04545 -4.95010 0.224
H -2.13467 -1.22818 -2.67237 0.206
H -0.89292 -2.48370 -2.51753 0.188
H 0.97008 0.27355 -2.15535 0.195
H 1.02884 -0.07658 -0.52250 0.235
H 1.41103 -1.38943 -1.67382 0.174
H -2.97397 -2.13056 -0.55881 0.232
H -1.79742 -3.21618 0.15549 0.234
H -2.60551 -1.97660 1.18349 0.241
C 2.09463 1.57695 3.46795 -0.605
C 1.56579 2.07263 2.09811 -0.374
C 0.01118 2.39577 2.30448 -0.609
H 1.85059 2.17410 4.28010 0.200
H 1.63382 0.48306 3.50349 0.197
H 3.15900 1.29828 3.55870 0.202
H 1.99019 2.99458 2.01499 0.183
H 1.62884 1.46769 1.35109 0.192
H -0.42825 2.87551 1.45338 0.198
H -0.54693 1.47265 2.33254 0.222
H -0.10595 3.10132 3.14693 0.193
```

Record 4
Here is a single C8H19NO molecule from OMol25. Energies are from ωB97M-V/def2-TZVPD.

Highest occupied orbital energy (hartree): -0.33660
Structure (SMILES): CC[C@H](N)[C@H](C)C(C)(C)O
ΔE to the lowest compared entry with this formula, charge and spin (kJ/mol): 88.8
DFT total energy (eV): -12141.6908
LUMO energy (eV): 0.94

The geometry in XYZ format:
```
29
Properties=species:S:1:pos:R:3:nbo_charge:R:1
C 2.97360 0.40513 -0.38019 -0.611
C 1.97103 1.26844 0.37053 -0.403
C 0.45145 1.06184 0.09537 -0.036
N -0.23748 1.61101 1.26833 -0.840
C 0.03259 -0.39960 -0.26643 -0.250
C 0.34510 -0.66140 -1.76629 -0.610
C -1.43781 -0.85136 0.05086 0.272
C -2.51378 0.10859 -0.46592 -0.641
C -1.66429 -1.14782 1.54114 -0.635
O -1.67251 -2.11309 -0.61439 -0.732
H 2.90039 0.53061 -1.46182 0.204
H 3.99100 0.69083 -0.09069 0.211
H 2.85871 -0.65334 -0.12797 0.201
H 2.21071 2.32195 0.17011 0.200
H 2.17801 1.11789 1.43908 0.190
H 0.17158 1.70497 -0.74916 0.188
H 0.08988 1.14939 2.11675 0.347
H 0.00663 2.59580 1.37899 0.358
H 0.68123 -1.07762 0.30531 0.190
H 0.90844 -1.59463 -1.87432 0.209
H -0.55775 -0.75318 -2.37810 0.227
H 0.93318 0.13717 -2.22578 0.201
H -2.51511 1.06454 0.06370 0.235
H -3.51033 -0.33521 -0.35200 0.219
H -2.39326 0.31017 -1.53504 0.209
H -2.60959 -1.68514 1.68586 0.220
H -0.87997 -1.80817 1.92917 0.193
H -1.69987 -0.25156 2.16229 0.223
H -1.01178 -2.74624 -0.28938 0.459
```

Record 5
Here is 2 unconnected molecules or ions with the total composition C8H19NO in a non-equilibrium geometry from OMol25. Energies are from ωB97M-V/def2-TZVPD.

Highest occupied orbital energy (hartree): -0.33514
Structure (SMILES): CCN(C)C(C)=O.CCC
ΔE to the lowest compared entry with this formula, charge and spin (kJ/mol): 654.8
DFT total energy (eV): -12135.8239
LUMO energy (eV): 0.90

The geometry in XYZ format:
```
29
Properties=species:S:1:pos:R:3:nbo_charge:R:1
C 1.03690 -1.27544 1.57769 -0.663
C 1.12291 -2.13729 0.39427 -0.238
N 0.09843 -1.70000 -0.67291 -0.493
C -0.31335 -2.97068 -1.47070 -0.394
C 0.43884 -0.55731 -1.64010 0.696
C 1.42912 0.68478 -1.61857 -0.710
O -0.12802 -0.68219 -2.66476 -0.582
H 1.83420 -0.38419 1.27215 0.187
H 1.49598 -1.51760 2.54085 0.250
H -0.11107 -0.78732 1.19363 0.250
H 2.14383 -2.16630 -0.03207 0.188
H 0.82133 -3.28755 0.56283 0.189
H -0.02151 -3.70930 -0.94863 0.172
H -1.43181 -2.79638 -1.46938 0.209
H -0.21523 -3.08692 -2.51383 0.222
H 1.75798 0.35795 -0.65586 0.212
H 2.10959 0.47057 -2.51636 0.252
H 1.10527 1.71796 -1.49929 0.251
C 0.01358 2.27236 1.37653 -0.625
C -1.42411 2.80490 0.90897 -0.405
C -2.16670 1.63243 0.38870 -0.636
H 0.78616 3.21590 1.53914 0.217
H 0.20395 1.43770 0.74228 0.199
H -0.27142 1.77645 2.34260 0.206
H -2.03034 3.05843 1.85197 0.207
H -1.25668 3.65727 0.13906 0.200
H -1.50193 0.81834 -0.02352 0.203
H -2.60203 0.97518 1.16537 0.209
H -2.92388 2.17826 -0.27006 0.227
```

Record 6
Here is 2 unconnected molecules or ions with the total composition C8H19NO2 in a non-equilibrium geometry from OMol25. Energies are from ωB97M-V/def2-TZVPD.

Highest occupied orbital energy (hartree): -0.32388
Structure (SMILES): C[C@H](O)[C@H](C)O.C/C=C/CN
ΔE to the lowest compared entry with this formula, charge and spin (kJ/mol): 21.0
DFT total energy (eV): -14188.0369
LUMO energy (eV): 0.66

The geometry in XYZ format:
```
30
Properties=species:S:1:pos:R:3:nbo_charge:R:1
C -2.09258 -1.46553 -1.78010 -0.637
C -1.46908 -0.49346 -2.74826 0.079
O -0.61417 -1.33034 -3.55356 -0.720
C -0.70701 0.65648 -2.09336 0.081
C 0.48607 0.28132 -1.23174 -0.641
O -1.56463 1.45476 -1.29774 -0.719
H -2.77510 -2.11272 -2.33514 0.220
H -1.33112 -2.12610 -1.34487 0.212
H -2.63604 -0.98575 -0.95612 0.231
H -2.25131 -0.04913 -3.37213 0.151
H -0.16931 -0.77724 -4.21755 0.465
H -0.30515 1.27003 -2.91247 0.145
H 1.33578 0.04403 -1.89464 0.218
H 0.76321 1.12644 -0.61271 0.228
H 0.35123 -0.58850 -0.58323 0.213
H -2.28894 1.76562 -1.86103 0.468
C 2.98953 1.57434 2.32773 -0.646
C 1.70841 1.01615 2.93061 -0.187
C 1.25124 -0.20500 2.61111 -0.204
C -0.18887 -0.67193 2.76830 -0.252
N -0.90413 -0.89223 1.50137 -0.838
H 3.25233 0.94150 1.45031 0.212
H 2.86291 2.60235 1.94291 0.218
H 3.84124 1.61305 3.03272 0.215
H 1.09119 1.64015 3.58555 0.195
H 1.93009 -0.92780 2.14480 0.185
H -0.24950 -1.62082 3.30781 0.193
H -0.77772 0.06225 3.33935 0.191
H -0.64660 -1.70311 0.98406 0.352
H -0.89197 -0.09879 0.86804 0.369
```

Record 7
Here is a molecular structure, C8H19NO3Si in a non-equilibrium geometry from OMol25. Energies are from ωB97M-V/def2-TZVPD.

Highest occupied orbital energy (hartree): -0.31162
ΔE to the lowest compared entry with this formula, charge and spin (kJ/mol): 100.9
DFT total energy (eV): -24115.2554
LUMO energy (eV): 0.76

The geometry in XYZ format:
```
32
Properties=species:S:1:pos:R:3:nbo_charge:R:1
O 0.37604 4.09105 2.70129 -0.708
O -1.23269 -1.46886 -1.08416 -0.891
O 1.17544 -1.23123 0.19398 -0.876
N -0.45506 1.11869 0.53047 -0.471
C 0.46680 2.81270 2.18307 -0.069
C -1.64505 -1.04519 0.23251 -0.104
C 1.58995 0.02892 -0.20334 -0.066
C -0.59597 2.52354 1.15972 -0.225
C -1.80175 0.50340 0.39564 -0.228
C 0.47949 0.94918 -0.59496 -0.267
C 1.04523 -1.76751 -2.64052 -1.175
C 0.13855 -3.80099 -0.71308 -1.190
Si 0.31820 -2.01919 -0.93753 2.146
H -0.36527 4.13905 3.40170 0.467
H 1.38210 2.80554 1.62475 0.167
H 0.54446 2.00266 2.92580 0.164
H -2.62485 -1.53504 0.50407 0.183
H -0.96310 -1.37951 1.05534 0.193
H 2.17160 0.48797 0.57331 0.186
H 2.24791 -0.07549 -1.04261 0.167
H -0.49723 3.26604 0.33882 0.177
H -1.60045 2.68812 1.53631 0.188
H -2.36367 0.97162 -0.47657 0.171
H -2.43523 0.75510 1.24261 0.205
H 0.92583 1.88662 -0.85109 0.203
H -0.04237 0.60079 -1.48591 0.207
H 2.13534 -1.68599 -2.55365 0.232
H 0.63921 -0.77911 -2.90747 0.231
H 0.71113 -2.39943 -3.44413 0.250
H 1.10213 -4.20808 -0.66379 0.237
H -0.23825 -3.90537 0.34322 0.234
H -0.58848 -4.33001 -1.34382 0.261
```